Record 1
50
Properties=species:S:1:pos:R:3:lowdin_spin:R:1 method="wB97M-V/def2-TZVPD" multiplicity=3 total_charge=+2 lumo_ev="-9.522 / -9.585"
C 0.0016 0.2281 -4.8506 0.016
C 0.0116 1.2144 -3.8272 0.037
H 0.0032 0.6971 -5.8625 0.003
H -0.8961 -0.4018 -4.7156 0.001
H 0.8902 -0.4159 -4.7181 0.001
O 0.0214 2.2965 -3.3854 0.054
I -0.0263 -2.9510 -1.0550 0.053
V -0.0042 -0.3757 -0.7541 1.809
P 2.4213 -0.1735 -0.5051 0.011
C 3.0246 1.1999 0.5225 -0.005
C 3.1037 -1.6470 0.3373 0.009
H 4.1942 -1.5476 0.4614 0.000
H 4.5116 -0.1388 -1.7636 0.001
H 2.8629 -2.5323 -0.2642 0.002
H 3.1254 -0.7452 -2.7298 0.001
H 2.6490 1.1187 1.5499 0.000
H 2.6162 -1.7562 1.3150 0.000
C 3.4482 0.0026 -2.0000 0.008
H 4.1251 1.1808 0.5395 -0.001
H 3.2976 1.0026 -2.4174 0.000
H 2.6792 2.1530 0.1004 0.000
P -2.4257 -0.1305 -0.5039 0.011
C -3.0060 1.2510 0.5265 -0.005
C -3.4494 0.0661 -1.9986 0.008
H -2.9117 -2.4813 -0.2674 0.002
H -4.2209 -1.4732 0.4660 0.000
H -2.6438 -1.7138 1.3126 0.000
C -3.1330 -1.5931 0.3371 0.009
H -3.1408 -0.6871 -2.7291 0.001
H -4.5152 -0.0555 -1.7621 0.001
H -4.1068 1.2552 0.5360 -0.001
H -2.6377 2.1985 0.1113 0.000
H -3.2804 1.0634 -2.4155 0.000
H -2.6395 1.1566 1.5560 0.000
C 0.0127 1.5253 -0.7995 0.100
O 0.0246 2.6935 -0.6676 0.080
C 1.2273 -0.8581 3.2854 -0.014
C -0.0004 -0.1910 2.6620 -0.015
C -1.2354 -0.8439 3.2861 -0.014
C 0.0096 1.2916 3.0302 0.005
O -0.0027 -0.3500 1.2690 -0.163
H 1.1908 -0.7550 4.3774 -0.002
H 2.1653 -0.3947 2.9567 0.000
H 1.2273 -1.9275 3.0546 0.000
H -1.1959 -0.7442 4.3783 -0.002
H -2.1680 -0.3680 2.9598 0.000
H -1.2497 -1.9126 3.0525 0.000
H 0.9046 1.7803 2.6323 0.000
H -0.8808 1.7910 2.6352 0.000
H 0.0120 1.3805 4.1229 0.001

---

Record 2
57
Properties=species:S:1:pos:R:3:lowdin_spin:R:1 method="wB97M-V/def2-TZVPD" multiplicity=2 total_charge=+3 e_above_lowest_kcal_mol=0.0 lumo_ev="-9.666 / -13.242"
Ir 0.0264 0.1627 0.3422 0.417
C 2.2013 -0.6201 3.0717 0.000
C 0.9859 -1.5267 2.8331 0.001
N 0.5001 -1.5909 1.4201 -0.002
C -0.6289 -2.5757 1.3207 0.003
C -1.2847 -2.4612 -0.0393 0.000
N -1.5430 -1.0264 -0.3665 0.017
C -2.9001 -0.5161 -0.0112 0.005
C -3.2351 -0.4324 1.4772 0.001
C -2.2309 0.2204 2.4476 0.000
N -1.1712 1.0914 1.8410 -0.005
C -0.2782 1.6479 2.9099 0.000
C 1.0039 2.1670 2.2872 0.002
N 1.5749 1.1520 1.3477 0.016
C 2.6379 0.2689 1.9223 0.000
H 3.0680 -1.2389 3.3070 0.000
H 2.0273 -0.0238 3.9683 0.000
H 0.1364 -1.2162 3.4393 0.000
H 1.2163 -2.5507 3.1326 0.000
H 1.2622 -1.9679 0.8486 0.000
H -1.3244 -2.3584 2.1312 0.000
H -0.2373 -3.5806 1.4832 0.000
H -2.2170 -3.0258 -0.0731 0.000
H -0.6224 -2.8522 -0.8113 0.000
H -1.4506 -0.9289 -1.3836 0.002
H -3.6368 -1.1609 -0.4940 0.000
H -2.9812 0.4672 -0.4785 0.006
H -3.4531 -1.4315 1.8579 0.000
H -4.1844 0.1015 1.5329 0.000
H -1.7016 -0.5469 3.0093 0.000
H -2.7644 0.8242 3.1835 0.000
H -1.6645 1.8897 1.4394 -0.001
H -0.0748 0.8420 3.6142 0.000
H -0.7968 2.4361 3.4562 0.000
H 1.7352 2.4147 3.0572 0.000
H 0.8147 3.0713 1.7062 0.002
H 2.0529 1.6514 0.5967 0.002
H 3.4566 0.9084 2.2566 0.000
H 3.0197 -0.3183 1.0828 0.000
C 0.8755 0.3908 -5.8801 0.002
C 0.6634 1.2115 -4.6725 0.011
N 1.0342 2.4515 -4.5027 0.026
N 0.6258 2.7856 -3.2708 0.029
C 0.0391 1.7879 -2.6349 0.036
S -0.6194 1.9145 -1.0209 0.417
N 0.0279 0.7689 -3.5212 0.011
N -0.5784 -0.4738 -3.3130 0.002
H 1.4014 0.9918 -6.6185 0.000
H -0.0755 0.0671 -6.3077 0.000
H 1.4804 -0.4886 -5.6492 0.000
H 0.8263 3.7165 -2.9206 0.002
H 0.1363 -1.1930 -3.4214 0.000
H -1.2848 -0.6082 -4.0349 0.000
O 2.3350 1.0187 -1.4410 0.000
N 2.0847 -0.1328 -1.7658 0.000
O 2.5597 -0.7751 -2.6519 -0.001
O 1.1299 -0.7994 -1.0395 -0.003

---

Record 3
54
Properties=species:S:1:pos:R:3:mulliken_charge:R:1 method="wB97M-V/def2-TZVPD" multiplicity=1 e_above_lowest_kcal_mol=425.4 lumo_ev=0.344
Ag 7.5656 -1.4447 25.4667 -0.619
Cl 8.6946 0.5003 25.1960 -0.613
C 1.9125 -0.5876 24.2818 -0.698
O 2.7376 -1.5687 24.8893 -0.391
C 4.1100 -1.3620 25.1895 -0.047
C 4.8115 -2.5469 25.8311 -0.372
O 6.2066 -2.4637 25.7034 0.883
C 6.9327 -3.6526 26.1235 -0.987
H 0.9098 -0.9741 24.0992 0.257
H 2.4231 -0.2607 23.3760 0.278
H 1.7252 0.2913 24.8987 0.283
H 4.2923 -0.4510 25.7595 0.360
H 4.4958 -1.1879 24.1850 -0.211
H 4.4223 -3.4196 25.3067 0.303
H 4.3893 -2.6086 26.8341 0.427
H 6.9154 -3.8500 27.1953 0.502
H 7.9867 -3.5835 25.8544 0.123
H 6.5527 -4.5586 25.6514 0.549
C 7.4183 -0.4243 22.6666 -1.698
C 7.1314 -1.8251 23.1331 0.787
O 7.8184 -2.3947 23.9861 -0.522
N 5.8466 -2.2956 22.8555 -0.120
C 5.4215 -3.6943 23.0757 -0.738
H 8.4769 -0.2145 22.5134 0.389
H 7.1548 0.2803 23.4554 0.354
H 6.8931 -0.1333 21.7569 0.398
H 5.2260 -1.6209 22.4314 0.284
H 4.5075 -4.1152 22.6569 0.338
H 5.2866 -3.8628 24.1442 -0.081
H 6.1865 -4.4362 22.8462 0.353
C 8.8313 -2.2416 28.5873 -1.725
C 7.4671 -1.8535 28.1659 0.649
O 7.2220 -1.3281 27.1150 -0.662
N 6.5028 -2.1581 28.9961 -0.012
C 5.0757 -1.7979 28.8828 -0.613
H 9.0589 -1.7904 29.5530 0.602
H 9.5786 -1.8624 27.8903 0.201
H 8.9411 -3.3178 28.7214 0.437
H 6.7762 -2.6304 29.8460 0.274
H 4.6811 -2.1071 27.9149 -0.245
H 4.9440 -0.7238 29.0134 0.305
H 4.4241 -2.3640 29.5485 0.383
C 10.9496 -2.5810 24.5056 -1.231
C 10.0223 -2.9837 25.6634 0.660
O 9.1036 -2.2323 25.9562 0.031
N 10.2938 -4.1641 26.2508 -0.082
C 9.5277 -4.7373 27.4107 -1.034
H 11.5711 -1.7498 24.8387 0.257
H 10.4127 -2.1858 23.6432 0.198
H 11.5638 -3.4051 24.1430 0.436
H 10.8791 -4.7859 25.7116 0.248
H 8.6110 -4.2655 27.7646 0.326
H 10.1992 -4.7989 28.2670 0.447
H 9.2065 -5.7720 27.2907 0.381